{
  "formula": "C43H65F4N2O14S2",
  "method": "ωB97M-V/def2-TZVPD",
  "e_homo_ev": -10.83,
  "charge": 1,
  "lumo_ev": -3.7,
  "gap_ev": 7.2,
  "symbols": ["C", "C", "C", "C", "N", "C", "C", "C", "C", "C", "C", "C", "O", "O", "C", "C", "O", "O", "C", "C", "F", "F", "F", "C", "N", "C", "C", "C", "F", "C", "S", "S", "C", "C", "C", "H", "H", "H", "H", "H", "H", "H", "H", "H", "H", "H", "H", "H", "H", "H", "H", "H", "H", "H", "H", "H", "H", "H", "H", "H", "H", "H", "H", "H", "H", "H", "H", "H", "H", "H", "O", "C", "O", "C", "C", "C", "H", "H", "H", "H", "H", "H", "O", "C", "O", "C", "C", "C", "H", "H", "H", "H", "H", "H", "O", "C", "O", "C", "C", "C", "H", "H", "H", "H", "H", "H", "O", "C", "O", "C", "C", "C", "H", "H", "H", "H", "H", "H", "O", "C", "O", "C", "C", "C", "H", "H", "H", "H", "H", "H"],
  "xyz": [[-1.12907, 3.89810, 4.02266], [-1.91716, 2.67818, 3.47269], [-1.00474, 1.53040, 2.98342], [-0.23444, 1.98886, 1.74722], [0.74659, 1.00897, 1.17607], [2.14719, 1.34126, 1.49614], [3.12490, 0.54547, 0.61708], [3.47751, 1.26237, -0.71042], [3.35959, 0.34449, -1.93672], [1.92654, -0.00208, -2.26723], [1.11805, 0.98961, -2.78249], [1.61374, 2.39671, -3.06057], [1.36817, 3.31992, -2.00012], [0.23186, 2.94150, -1.27203], [-0.20973, 0.71104, -3.10142], [-1.11138, 1.80536, -3.66945], [-1.84108, 2.45404, -2.95281], [-0.96143, 1.97392, -4.99166], [-0.67341, -0.57150, -2.85722], [-2.12282, -0.89823, -3.15661], [-2.90437, -0.24450, -2.28494], [-2.48253, -0.54146, -4.38957], [-2.36211, -2.20766, -2.99729], [0.15578, -1.50429, -2.36521], [1.41567, -1.23671, -2.07360], [2.32058, -2.29191, -1.56079], [1.65946, -3.60374, -1.19795], [2.78687, -4.51950, -0.67361], [1.15512, -4.22649, -2.33868], [0.41771, -0.31616, 1.42615], [-0.88029, -0.98859, 0.64998], [1.38604, -1.30885, 2.52384], [0.33034, -2.67406, 3.09404], [0.67663, -2.89960, 4.58975], [0.40460, -4.34877, 5.00518], [-1.16713, 4.71943, 3.29819], [-0.10892, 3.66280, 4.33713], [-1.68227, 4.27710, 4.88864], [-2.55673, 2.31362, 4.28818], [-2.59781, 2.98857, 2.67563], [-0.34473, 1.24303, 3.81114], [-1.68651, 0.69884, 2.78209], [-0.93750, 2.32398, 0.97284], [0.32654, 2.88126, 2.04929], [2.31028, 2.41531, 1.36114], [2.38060, 1.14205, 2.55572], [2.75047, -0.45846, 0.41769], [4.05025, 0.47104, 1.19707], [2.88884, 2.18153, -0.77152], [4.52106, 1.58831, -0.65639], [3.75938, 0.88977, -2.79759], [4.02889, -0.50563, -1.79678], [1.14590, 2.77438, -3.97927], [2.68710, 2.44274, -3.25106], [0.51521, 2.70015, -0.37395], [-1.49376, 2.74561, -5.24769], [-0.26087, -2.49434, -2.22847], [3.07066, -2.50207, -2.33327], [2.88399, -1.95652, -0.69083], [0.90253, -3.53070, -0.40944], [3.71380, -4.23294, -1.18390], [2.87336, -4.46183, 0.41294], [2.56488, -5.54127, -0.99062], [-0.73175, -2.48319, 2.93845], [0.60190, -3.57634, 2.53636], [0.12428, -2.15448, 5.16650], [1.75297, -2.72237, 4.70386], [0.67893, -4.44181, 6.06233], [-0.64446, -4.63860, 4.91508], [1.06562, -5.02850, 4.46005], [5.25321, -4.48164, -2.59870], [5.96482, -5.11640, -1.86773], [6.28254, -4.70927, -0.62157], [7.23373, -5.62085, -0.03451], [7.05928, -6.92115, -0.80134], [6.65931, -6.42249, -2.18675], [8.23355, -5.19862, -0.15041], [7.02073, -5.73125, 1.02594], [7.94950, -7.54650, -0.79518], [6.24051, -7.49926, -0.36951], [7.52726, -6.21517, -2.81452], [5.98365, -7.10827, -2.69050], [-8.02585, 3.81172, -1.56159], [-7.09513, 3.37838, -2.17092], [-6.17960, 2.53520, -1.62487], [-5.12636, 2.27923, -2.56801], [-5.72756, 2.58036, -3.93197], [-6.71874, 3.69331, -3.60512], [-4.28474, 2.93162, -2.32989], [-4.80490, 1.24522, -2.47878], [-4.98388, 2.85475, -4.67899], [-6.26658, 1.70565, -4.30089], [-6.25264, 4.67911, -3.63731], [-7.59265, 3.66674, -4.24970], [-4.52658, 1.97283, 4.81844], [-5.27153, 2.72459, 4.25370], [-4.84732, 3.76178, 3.48761], [-5.97928, 4.53678, 3.04638], [-7.16739, 3.59362, 3.13559], [-6.78376, 2.70725, 4.31342], [-6.08370, 5.40137, 3.70544], [-5.80231, 4.88810, 2.03176], [-8.11704, 4.11014, 3.26004], [-7.23110, 2.99005, 2.23043], [-7.10132, 3.13458, 5.26634], [-7.16530, 1.69535, 4.20411], [-7.65838, 0.30010, 3.48911], [-7.33054, -0.09819, 2.40945], [-7.66783, -1.32078, 1.93398], [-7.03535, -1.54216, 0.66142], [-6.72545, -0.15370, 0.12400], [-6.46667, 0.63001, 1.40151], [-6.13316, -2.13761, 0.82247], [-7.71116, -2.09713, 0.01438], [-5.89277, -0.13539, -0.57731], [-7.60091, 0.25493, -0.38258], [-5.42383, 0.56449, 1.71940], [-6.77031, 1.66845, 1.30765], [6.60967, 0.20924, -0.07600], [7.50551, 0.43606, -0.84100], [8.78146, 0.06995, -0.60865], [9.63858, 0.57619, -1.64969], [8.72111, 0.81528, -2.83751], [7.41067, 1.19028, -2.15404], [10.10863, 1.49509, -1.29433], [10.41466, -0.15409, -1.86487], [9.09548, 1.57113, -3.52500], [8.59019, -0.11208, -3.39782], [7.35036, 2.25937, -1.94238], [6.54386, 0.86710, -2.72600]]
}


{
  "formula": "C43H66Cl2N7O4P2SiTl",
  "method": "ωB97M-V/def2-TZVPD",
  "e_homo_ev": [-5.91, -5.35],
  "lumo_ev": [-2.7, -3.3],
  "gap_ev": [3.2, 2.0],
  "symbols": ["Tl", "C", "O", "C", "C", "O", "C", "C", "O", "C", "H", "H", "H", "H", "H", "H", "H", "H", "H", "H", "H", "H", "H", "H", "C", "P", "C", "N", "C", "C", "C", "C", "C", "C", "N", "C", "P", "C", "C", "C", "C", "C", "C", "C", "C", "C", "H", "H", "H", "H", "H", "H", "H", "H", "H", "H", "H", "H", "H", "H", "H", "H", "H", "H", "H", "H", "H", "H", "H", "H", "H", "H", "H", "H", "C", "Si", "C", "C", "N", "C", "C", "C", "C", "C", "C", "H", "H", "H", "H", "H", "H", "H", "H", "H", "H", "H", "H", "H", "H", "Cl", "C", "C", "C", "C", "C", "Cl", "C", "N", "H", "H", "H", "C", "N", "C", "C", "O", "N", "C", "N", "H", "H", "H", "H", "H", "H", "H"],
  "xyz": [[-0.47876, 0.38032, -0.31601], [-0.05209, 4.19615, 0.49097], [0.50277, 3.02075, -0.05979], [1.90472, 3.04115, -0.25203], [2.23346, 2.51859, -1.64964], [1.81822, 1.18746, -1.91266], [2.82478, 0.19295, -1.83613], [3.16344, -0.28612, -0.41398], [2.57240, -1.54082, -0.12006], [3.50895, -2.57280, 0.10028], [0.22717, 5.08025, -0.09702], [0.25527, 4.33917, 1.53061], [-1.13308, 4.07083, 0.46365], [2.37319, 2.43345, 0.52750], [2.29655, 4.06323, -0.18627], [3.30988, 2.62411, -1.83302], [1.68787, 3.13567, -2.35780], [3.73229, 0.56336, -2.32888], [2.43840, -0.66022, -2.39818], [2.78121, 0.42747, 0.32079], [4.24979, -0.35529, -0.30372], [4.08917, -2.80205, -0.80216], [2.95099, -3.45665, 0.40330], [4.19990, -2.31195, 0.90813], [0.69455, -4.10035, -1.80350], [-0.54551, -2.91591, -1.10279], [-1.35987, -4.12072, 0.05222], [-1.72669, -5.27892, -0.42452], [-2.21434, -6.21850, 0.42052], [-2.67720, -7.45797, -0.06752], [-3.07278, -8.42589, 0.81405], [-3.00801, -8.20249, 2.20402], [-2.59025, -6.99818, 2.70000], [-2.21386, -5.96955, 1.81127], [-1.83795, -4.75890, 2.28906], [-1.45760, -3.82534, 1.46371], [-0.85075, -2.17470, 2.10125], [0.86898, -2.82530, 2.37471], [-1.36563, -1.98870, 3.94854], [-0.29486, -1.11140, 4.61540], [-2.69517, -1.23058, 3.99352], [-1.51380, -3.25761, 4.79010], [-1.72285, -2.84531, -2.60206], [-1.15873, -1.74423, -3.50800], [-3.09398, -2.42174, -2.08867], [-1.87625, -4.14110, -3.39780], [1.08604, -3.69337, -2.73654], [1.52311, -4.21622, -1.10879], [0.22600, -5.06596, -1.97793], [-2.71871, -7.61471, -1.13751], [-3.43342, -9.37697, 0.44474], [-3.29912, -8.99434, 2.88168], [-2.54824, -6.80122, 3.76294], [0.85563, -3.78422, 2.89517], [1.44405, -2.09459, 2.93964], [1.33902, -2.94219, 1.39735], [0.00518, -0.26898, 3.99143], [0.59263, -1.69451, 4.86180], [-0.69336, -0.71269, 5.55166], [-2.60147, -0.26585, 3.48751], [-2.98772, -1.04973, 5.03153], [-3.47878, -1.81237, 3.50963], [-0.63756, -3.89926, 4.70476], [-2.38590, -3.82897, 4.49461], [-1.62319, -2.96294, 5.83929], [-1.06927, -0.79921, -2.96422], [-1.81710, -1.58546, -4.36749], [-0.16982, -2.00895, -3.88987], [-3.00974, -1.50337, -1.51129], [-3.51564, -3.18857, -1.43924], [-3.78033, -2.25975, -2.92460], [-0.95212, -4.43206, -3.89734], [-2.63835, -3.99148, -4.16891], [-2.19953, -4.94901, -2.74795], [3.03459, 1.29657, 5.27951], [2.91322, 1.20314, 3.37765], [3.65891, -0.45204, 2.81996], [4.07672, 2.56747, 2.70150], [1.34216, 1.28530, 2.74387], [0.33445, 2.10229, 3.07618], [0.48376, 3.32787, 3.79347], [-0.60502, 4.10171, 4.14194], [-1.90233, 3.71286, 3.80957], [-2.07880, 2.53542, 3.08946], [-0.99815, 1.76230, 2.71461], [4.03176, 1.59220, 5.61183], [2.80684, 0.32943, 5.73234], [2.32116, 2.01526, 5.68624], [4.10538, -0.99611, 3.65493], [4.44466, -0.29645, 2.07678], [2.89626, -1.08829, 2.37255], [4.97066, 2.67226, 3.31992], [3.57812, 3.53801, 2.66657], [4.40290, 2.33080, 1.68552], [1.48716, 3.65116, 4.04480], [-0.44800, 5.02582, 4.68733], [-2.75217, 4.30913, 4.11685], [-3.08232, 2.21334, 2.82766], [-1.14609, 0.83211, 2.18944], [-0.28693, 4.46845, -3.38956], [-1.32269, 3.34959, -4.16328], [-1.50174, 3.44486, -5.51988], [-2.37984, 2.57959, -6.17049], [-3.14619, 1.67705, -5.43561], [-2.99427, 1.59709, -4.07507], [-4.02386, 0.56113, -3.18270], [-1.98681, 2.34944, -3.33393], [-1.71980, 2.15196, -2.08955], [-0.95370, 4.19386, -6.07435], [-2.49053, 2.63199, -7.24446], [-3.87572, 1.04801, -5.92674], [-6.30220, 2.13847, 1.04471], [-5.27078, 1.15686, 0.82710], [-5.45280, -0.24073, 1.11245], [-4.07683, -0.80706, 0.72401], [-3.78388, -1.97871, 0.82965], [-3.29624, 0.21533, 0.26814], [-4.02762, 1.33819, 0.33756], [-3.52915, 2.51803, 0.00280], [-7.26939, 1.70413, 0.79122], [-6.14576, 3.00934, 0.40880], [-6.32878, 2.46605, 2.08766], [-6.25260, -0.67673, 0.50826], [-5.65355, -0.43164, 2.16911], [-2.73513, 2.46927, -0.65703], [-4.12797, 3.32521, -0.02218]]
}


| no. | M (u) |
| --- | --- |
| 1 | 974.12 |
| 2 | 1110.37 |